1.
Density functional theory data (wB97M-V/def2-TZVPD) for a molecular structure, C23H15GeN4O2S4SeTi at a distorted geometry.

Last column: Löwdin spin population.
Geometry (Å):
Ti  0.054  -0.300  1.449  1.04
O  4.412  0.629  6.803  0.03
C  3.712  0.331  5.884  0.01
S  4.165  -0.422  4.285  0.02
C  2.620  -0.066  3.515  0.18
C  1.576  0.373  4.342  0.16
S  -0.067  0.553  3.944  0.25
S  1.977  0.717  5.961  0.03
S  2.586  -0.302  1.853  0.26
Ge  0.200  -0.289  -1.146  0.00
C  -0.741  1.227  -2.073  0.00
C  -0.160  2.481  -2.273  0.00
C  -0.913  3.528  -2.766  0.00
C  -2.278  3.309  -2.955  0.00
C  -2.882  2.086  -2.665  0.00
C  -2.101  1.004  -2.295  0.00
C  2.011  -0.133  -1.993  0.00
C  2.893  0.882  -1.663  0.00
C  3.996  1.138  -2.445  0.00
C  4.287  0.316  -3.540  0.00
C  3.448  -0.766  -3.826  0.00
C  2.299  -0.983  -3.071  0.00
H  -0.264  -1.433  -2.080  0.00
H  0.866  2.634  -2.040  0.00
H  -0.425  4.475  -2.944  0.00
H  -2.885  4.091  -3.404  0.00
H  -3.921  1.948  -2.889  0.00
H  -2.558  0.028  -2.142  0.00
H  2.625  1.550  -0.857  0.00
H  4.661  1.946  -2.234  0.00
H  5.056  0.615  -4.212  0.00
H  3.613  -1.404  -4.647  0.00
H  1.681  -1.830  -3.289  0.00
Se  0.548  -2.802  1.753  -0.01
C  -1.248  -3.537  1.657  0.00
C  -1.496  -4.556  0.698  0.00
C  -2.791  -5.084  0.577  0.00
N  -3.842  -4.800  1.411  0.00
C  -3.554  -3.866  2.319  0.00
C  -2.355  -3.232  2.486  0.00
H  -0.729  -4.862  0.061  0.00
H  -3.004  -5.842  -0.172  0.00
H  -4.384  -3.613  3.022  0.00
H  -2.160  -2.473  3.264  0.00
O  0.019  1.956  1.081  0.01
N  -0.777  2.965  1.063  0.01
C  -2.049  2.627  1.138  0.00
C  -2.290  1.245  1.170  0.01
N  -2.329  0.088  1.219  0.01
C  -3.082  3.588  1.330  0.00
N  -4.021  4.269  1.333  0.00

Atomic forces in eV per Å
0.05 0.58 0.31
0.60 -0.53 -0.16
-0.37 0.34 -0.35
-0.35 0.69 0.93
0.29 -0.21 -0.07
-0.72 -0.24 -0.65
0.45 -0.19 -0.44
0.33 0.05 0.73
-0.58 0.10 -0.26
0.69 0.31 -1.06
0.31 -0.91 0.95
-0.87 -0.60 -0.05
-0.46 -0.45 0.20
-0.18 0.52 -0.32
0.46 0.13 -0.86
0.23 0.76 0.23
-0.86 -0.72 0.08
-0.40 0.23 -0.12
0.47 -0.81 -0.71
-1.15 0.04 0.47
-0.31 0.90 0.84
1.06 0.71 0.61
-0.33 -0.32 0.21
0.76 0.04 0.10
-0.24 0.20 -0.16
0.00 0.02 0.27
-0.46 0.06 0.08
0.16 0.10 0.04
0.17 0.08 0.27
0.25 0.55 0.19
0.72 -0.13 -0.32
0.46 -0.61 -0.98
-0.42 -0.18 -0.14
-0.97 0.37 0.14
-0.99 -1.18 -0.49
-1.77 1.23 1.33
-0.37 -0.03 1.11
1.77 0.25 -1.08
-1.74 -0.19 0.91
2.58 1.09 -0.01
1.01 -0.48 -1.01
0.09 0.09 -0.01
0.67 -0.19 -0.63
-0.58 -0.47 -0.35
0.39 0.11 -0.15
0.57 -0.85 0.26
-0.05 0.60 0.33
-0.59 -1.11 0.22
0.34 0.25 0.05
-1.19 0.54 -0.86
1.06 -0.55 0.36

The largest force on an atom comes out at 2.80 eV/A. As for the spin multiplicity: 3. The total charge is -1. The HOMO energy (alpha / beta) is -5.5 / -5.4 eV.

---

2.
Density functional theory data (wB97M-V/def2-TZVPD) for C5H8BNO2 in the gas phase at a distorted geometry.

Last column: Mulliken charge in e.
Geometry (Å):
O  -3.530  0.677  1.271  -0.60
C  -2.628  -0.057  0.980  0.37
O  -2.717  -1.313  1.224  -0.54
B  -1.227  -2.138  0.594  0.22
N  -0.709  -1.051  -0.145  0.06
C  0.586  -0.640  -0.568  -0.62
C  0.952  0.474  0.343  -0.56
C  -0.334  1.208  0.230  -0.70
C  -1.473  0.225  -0.025  0.17
H  -0.871  -3.081  1.084  -0.02
H  0.512  -0.186  -1.678  0.25
H  1.320  -1.494  -0.477  0.37
H  1.757  1.116  0.026  0.36
H  1.156  -0.005  1.313  0.28
H  -0.481  1.756  1.252  0.26
H  -0.220  1.834  -0.574  0.41
H  -1.900  0.408  -0.951  0.30

Atomic forces in eV per Å
0.26 1.49 0.28
-0.35 0.50 -1.69
3.45 -4.43 -0.44
-2.63 5.82 0.05
-1.59 -1.25 1.15
2.37 -1.66 -3.03
-0.01 -0.97 0.45
-1.42 1.26 5.09
1.10 -1.28 2.06
0.30 -1.62 0.31
0.33 -1.38 2.10
-0.79 0.77 -0.69
0.52 -0.13 -0.06
-0.05 0.64 -0.02
-0.19 -0.34 -2.16
-0.15 2.02 -1.62
-1.15 0.56 -1.77

The largest force on an atom comes out at 6.38 eV/A. Its SMILES is O=C1OBN2CCC[C@H]12. As for the spin multiplicity: 1. The total charge is 0. The HOMO energy is -9.7 eV.

---

3.
Density functional theory data (wB97M-V/def2-TZVPD) for a molecular structure, H10LiO5.

Last column: Mulliken charge in e.
Geometry (Å):
Li  0.532  0.620  1.043  0.96
O  2.594  -2.151  0.198  -0.65
H  3.471  -2.273  -0.165  0.32
H  2.022  -2.652  -0.384  0.34
O  0.289  1.948  -2.267  -0.64
H  0.589  1.735  -3.151  0.32
H  -0.489  2.488  -2.402  0.33
O  -3.015  -0.291  1.550  -0.64
H  -3.366  -1.144  1.294  0.33
H  -3.686  0.084  2.120  0.33
O  -0.929  -2.969  -2.976  -0.63
H  -1.280  -2.093  -3.137  0.31
H  -1.497  -3.552  -3.481  0.33
O  1.533  3.112  3.681  -0.64
H  2.360  3.428  4.045  0.32
H  0.872  3.710  4.031  0.33

Atomic forces in eV per Å
0.06 -0.05 -0.09
-0.35 0.45 0.24
0.31 0.00 -0.04
-0.17 -0.27 -0.19
0.02 -0.20 0.52
0.18 -0.09 -0.24
-0.21 0.21 -0.05
0.48 0.16 -0.11
-0.09 -0.27 -0.10
-0.18 0.16 0.18
0.23 0.06 0.27
-0.09 0.20 -0.10
-0.12 -0.23 -0.14
-0.16 -0.34 -0.35
0.28 0.04 0.08
-0.20 0.17 0.12

The largest force on an atom comes out at 0.62 eV/A. As for the spin multiplicity: 1. The total charge is +1. The HOMO energy is -14.2 eV.

---

4.
Density functional theory data (wB97M-V/def2-TZVPD) for a gas-phase ion, CH5N2O3S (charge -1) at a distorted geometry.

Last column: Löwdin spin population.
Geometry (Å):
C  0.372  0.934  -0.150  0.09
N  0.045  -1.648  -0.306  0.75
N  -0.494  -0.058  -0.688  0.89
O  -2.697  1.213  -0.500  0.04
O  -1.885  0.028  1.480  0.05
O  -2.706  -1.198  -0.466  0.00
S  -2.078  0.009  0.017  0.02
H  0.424  0.921  0.999  0.03
H  1.484  0.732  -0.280  0.01
H  0.066  1.879  -0.571  0.02
H  0.133  -2.022  -1.255  0.06
H  -0.883  -1.869  -0.050  0.04

Atomic forces in eV per Å
1.76 -0.06 0.91
3.01 -4.84 -0.30
-1.87 4.61 1.60
0.19 0.43 -0.18
0.40 -0.09 -1.41
0.04 -0.58 -0.20
-0.95 1.21 0.90
-1.09 0.19 -1.46
-1.19 -0.07 -0.88
0.28 0.82 0.34
0.42 -0.36 0.33
-1.00 -1.27 0.37

The largest force on an atom comes out at 5.70 eV/A. As for the spin multiplicity: 3. The total charge is -1. The HOMO energy (alpha / beta) is -1.1 / -5.2 eV.

---

5.
Density functional theory data (wB97M-V/def2-TZVPD) for a molecular structure, C4H12N2O2 at a distorted geometry.

Last column: Löwdin spin population.
Geometry (Å):
C  1.114  1.568  1.001  0.20
N  1.107  0.953  -0.368  0.20
C  -0.822  -0.220  -1.420  0.01
C  0.507  -0.374  -0.670  0.02
C  0.241  -1.193  0.617  0.01
N  -0.266  -2.530  0.518  0.01
O  2.148  1.951  1.373  0.17
H  0.135  2.284  -1.137  -0.15
H  1.760  1.265  -1.080  0.00
H  -0.651  0.448  -2.285  0.00
H  -1.332  -1.136  -1.711  0.00
H  -1.474  0.285  -0.694  0.00
H  1.271  -0.735  -1.410  0.01
H  -0.480  -0.578  1.160  0.00
H  1.182  -1.157  1.200  0.00
H  0.115  -3.058  -0.258  0.00
H  -1.273  -2.562  0.430  0.00
H  -0.114  1.623  1.359  0.04
H  -1.833  1.805  2.041  0.01
O  -1.335  1.361  1.334  0.49

Atomic forces in eV per Å
1.37 -0.16 -1.37
-3.74 2.36 -1.89
-0.16 1.33 0.20
0.03 -0.54 -1.64
1.08 0.72 0.76
-0.04 0.12 -0.63
-0.24 0.43 1.00
1.30 -2.64 1.52
1.08 -0.09 0.76
-0.27 -0.45 0.15
0.49 -0.09 -0.09
-0.10 0.01 -0.36
-0.58 -0.49 0.93
0.02 -0.30 0.13
-0.30 -0.37 -0.10
0.23 -0.10 0.17
-0.01 0.08 0.08
-0.85 -0.20 0.52
0.33 0.19 0.16
0.39 0.19 -0.29

The largest force on an atom comes out at 4.81 eV/A. As for the spin multiplicity: 2. The total charge is +1. The HOMO energy (alpha / beta) is -13.4 / -13.4 eV.

---

6.
Density functional theory data (wB97M-V/def2-TZVPD) for a molecular structure, C21H53InN3O8.

Last column: Mulliken charge in e.
Geometry (Å):
O  0.446  -6.204  5.233  -0.52
C  0.303  -5.245  4.520  0.25
O  0.426  -3.979  4.976  -0.43
C  -0.742  -3.121  4.838  -0.29
C  -1.429  -3.166  3.475  -0.85
In  -3.260  -4.469  3.375  0.49
H  0.143  -5.325  3.434  0.34
H  -0.361  -2.110  5.037  0.10
H  -1.423  -3.397  5.654  0.44
H  -1.756  -2.141  3.249  0.34
H  -0.712  -3.431  2.688  0.27
H  -2.756  -6.138  3.691  -0.37
H  -4.366  -3.901  4.648  -0.36
H  -4.005  -4.294  1.771  -0.41
C  0.522  0.099  2.412  -0.86
O  1.282  -0.674  3.314  -0.30
C  1.894  -1.820  2.730  -0.47
C  3.396  -1.711  2.825  -0.25
N  3.928  -0.635  1.994  -0.14
C  5.345  -0.400  2.209  -0.74
C  5.752  0.078  3.596  -0.52
O  5.232  1.350  3.928  -0.43
C  3.970  1.342  4.573  -0.51
H  0.058  0.900  2.987  0.37
H  1.143  0.546  1.624  0.27
H  -0.267  -0.500  1.946  0.39
H  1.577  -1.928  1.688  0.36
H  1.572  -2.703  3.284  0.13
H  3.842  -2.656  2.498  0.43
H  3.638  -1.575  3.888  0.15
H  3.407  0.213  2.186  -0.16
H  5.683  0.347  1.484  0.33
H  5.895  -1.321  1.984  0.45
H  6.841  0.180  3.610  0.37
H  5.484  -0.651  4.370  0.34
H  3.855  0.462  5.211  0.36
H  3.136  1.367  3.866  0.09
H  3.917  2.237  5.193  0.31
C  3.898  3.400  0.778  -0.47
O  2.548  3.623  1.128  -0.13
C  2.109  4.956  0.901  -0.97
C  0.984  4.998  -0.110  -0.24
N  1.473  4.584  -1.418  -0.31
C  0.455  4.410  -2.448  -1.08
C  -0.603  3.330  -2.270  -0.29
O  -0.094  2.013  -2.291  -0.41
C  0.327  1.493  -1.041  -0.85
H  4.130  2.364  1.020  -0.15
H  4.067  3.560  -0.293  0.39
H  4.575  4.045  1.346  0.34
H  2.944  5.567  0.544  0.47
H  1.762  5.364  1.855  0.38
H  0.600  6.021  -0.178  0.40
H  0.169  4.365  0.270  0.20
H  1.973  3.711  -1.304  0.17
H  0.973  4.203  -3.388  0.43
H  -0.064  5.367  -2.570  0.42
H  -1.292  3.404  -3.116  0.38
H  -1.196  3.480  -1.360  0.34
H  -0.262  1.910  -0.219  0.36
H  1.386  1.685  -0.845  0.29
H  0.181  0.414  -1.063  0.40
C  -6.238  -1.339  -6.475  -0.74
O  -4.935  -1.877  -6.472  -0.36
C  -3.930  -0.991  -6.945  -0.79
C  -2.953  -0.650  -5.844  -0.22
N  -3.592  0.158  -4.819  -0.24
C  -2.761  0.424  -3.649  -0.59
C  -2.384  -0.760  -2.777  -0.09
O  -3.487  -1.342  -2.121  -0.41
C  -4.123  -2.401  -2.804  -0.60
H  -6.911  -2.129  -6.146  0.25
H  -6.334  -0.485  -5.796  0.31
H  -6.535  -1.018  -7.480  0.35
H  -4.388  -0.076  -7.335  0.42
H  -3.398  -1.485  -7.764  0.39
H  -2.125  -0.078  -6.274  0.35
H  -2.538  -1.593  -5.460  0.21
H  -4.442  -0.307  -4.521  0.17
H  -3.298  1.137  -3.017  0.28
H  -1.843  0.921  -3.975  0.26
H  -1.722  -0.388  -1.991  -0.02
H  -1.826  -1.524  -3.334  0.28
H  -3.408  -2.976  -3.401  0.26
H  -4.924  -2.053  -3.465  0.20
H  -4.560  -3.056  -2.053  0.33

Atomic forces in eV per Å
0.20 0.44 -0.39
0.03 -0.35 0.36
-0.08 -0.33 0.13
-0.12 0.52 -0.19
-0.14 0.01 -0.10
-0.05 -0.04 -0.06
-0.20 0.00 0.16
0.11 -0.29 0.12
0.12 0.04 -0.13
0.01 -0.19 0.00
-0.03 0.11 0.09
0.01 0.01 -0.02
0.07 0.03 -0.01
0.04 0.00 0.01
-0.10 -0.05 0.00
0.13 0.12 -0.05
-0.02 -0.09 -0.02
-0.02 0.13 0.02
-0.10 -0.16 0.03
-0.02 0.15 -0.09
0.22 -0.02 0.04
-0.05 0.04 -0.03
0.00 0.09 0.03
0.01 0.02 -0.01
0.02 -0.01 0.01
-0.01 0.00 0.00
0.02 0.00 -0.02
-0.08 0.05 -0.02
0.02 0.00 0.01
0.00 -0.13 -0.03
0.02 -0.01 -0.02
0.00 0.01 0.01
-0.04 -0.02 0.02
0.01 0.00 0.03
-0.01 0.02 -0.03
-0.02 0.01 0.01
0.00 -0.05 0.02
0.01 0.00 0.00
0.05 -0.12 0.01
-0.10 0.00 -0.14
0.05 0.12 0.11
-0.01 -0.21 -0.08
-0.09 -0.22 0.08
0.10 0.20 -0.04
-0.11 -0.03 0.12
0.10 -0.07 0.00
0.01 -0.02 -0.03
-0.01 0.00 0.01
0.03 0.04 0.02
-0.01 0.01 0.00
-0.02 0.03 0.00
0.01 0.02 -0.01
0.01 0.00 0.00
-0.03 0.02 0.00
0.04 -0.02 -0.02
0.00 0.04 -0.01
-0.01 0.01 -0.04
-0.01 -0.01 0.01
0.03 0.04 0.04
-0.01 -0.01 0.02
0.00 0.06 0.02
0.00 0.00 0.00
0.00 -0.03 -0.03
-0.02 0.00 0.06
0.01 0.03 -0.09
0.00 -0.01 0.07
-0.06 -0.07 -0.01
-0.03 0.19 -0.11
0.17 0.02 0.08
-0.14 -0.04 -0.01
-0.01 -0.03 0.05
-0.01 0.00 0.01
0.01 0.02 -0.02
-0.01 0.00 0.00
0.02 0.02 0.01
-0.03 -0.01 0.00
0.02 -0.01 0.01
0.02 0.01 -0.03
0.02 0.01 0.03
0.01 0.01 0.01
0.01 -0.02 -0.01
0.01 -0.02 -0.01
-0.03 0.01 -0.03
-0.02 -0.01 0.01
0.04 0.00 -0.04
0.00 -0.03 0.04

The largest force on an atom comes out at 0.62 eV/A. As for the spin multiplicity: 1. The total charge is -1. The HOMO energy is -4.8 eV.